{
  "formula": "C25H45Br15O10S5",
  "method": "ωB97M-V with the def2-TZVPD basis set",
  "homo_lumo_gap_ev": 6.246,
  "energy_ev": -1151904.775,
  "e_homo_ev": -6.86,
  "e_above_lowest_kcal_mol": 781.4,
  "lumo_ev": -0.61,
  "symbols": ["C", "Br", "Br", "Br", "H", "C", "Br", "Br", "Br", "H", "C", "Br", "Br", "Br", "H", "C", "Br", "Br", "Br", "H", "C", "Br", "Br", "Br", "H", "C", "C", "C", "S", "O", "O", "C", "H", "H", "H", "H", "H", "H", "H", "H", "C", "C", "C", "S", "O", "O", "C", "H", "H", "H", "H", "H", "H", "H", "H", "C", "C", "C", "S", "O", "O", "C", "H", "H", "H", "H", "H", "H", "H", "H", "C", "C", "C", "S", "O", "O", "C", "H", "H", "H", "H", "H", "H", "H", "H", "C", "C", "C", "S", "O", "O", "C", "H", "H", "H", "H", "H", "H", "H", "H"],
  "positions_angstrom": [[3.05032, -1.92279, 3.60566], [1.57955, -0.91622, 4.57549], [3.56143, -1.13019, 1.90134], [2.55316, -3.84361, 3.42911], [4.03294, -1.87686, 4.07517], [-3.03645, 0.15304, 3.39086], [-4.55520, 1.09890, 4.25495], [-3.54227, -0.49035, 1.56457], [-2.45066, -1.39694, 4.42751], [-2.11860, 0.72692, 3.26315], [3.30643, 2.56324, 1.86885], [4.94139, 2.24941, 2.88680], [3.00744, 4.50755, 1.92300], [1.93954, 1.52109, 2.84572], [3.46970, 2.13329, 0.88062], [2.84747, 2.25640, -1.74567], [2.14248, 3.66433, -0.50837], [3.79264, 0.87401, -0.70840], [3.99986, 2.94471, -3.21919], [2.09438, 1.57822, -2.14696], [-2.67314, -0.06094, -1.37535], [-1.67744, 0.77755, -2.85427], [-4.21607, -1.19717, -1.90128], [-3.48429, 1.34971, -0.24141], [-1.98197, -0.56691, -0.70128], [0.90853, 0.87676, -0.03542], [1.42823, -0.51227, 0.03650], [1.15304, -1.05365, 1.45656], [-0.67173, -0.76227, 1.49928], [-1.05067, -0.31924, 2.82276], [-1.38372, -1.90805, 0.89069], [-0.50438, 0.77799, 0.51329], [1.12729, 1.26488, -1.03021], [1.43487, 1.48669, 0.69878], [2.47941, -0.48468, -0.25046], [1.05925, -1.16673, -0.75321], [1.44799, -0.31359, 2.20048], [1.46202, -2.05420, 1.75912], [-0.70174, 1.63781, 1.15349], [-1.30231, 0.70080, -0.22526], [-0.94660, 3.72132, -4.64259], [0.42599, 4.48273, -4.63002], [1.30454, 3.80651, -3.61000], [0.76834, 2.02100, -3.61398], [0.31085, 1.59828, -2.29623], [1.84710, 1.24701, -4.21272], [-0.77389, 2.27556, -4.64290], [-1.58267, 4.03952, -5.46858], [-1.62079, 4.08996, -3.86951], [0.24741, 5.54689, -4.47583], [0.80289, 4.54428, -5.65092], [0.96463, 4.06206, -2.60638], [2.38722, 3.91280, -3.67776], [-1.63852, 1.79864, -4.18132], [-0.65308, 1.76988, -5.60092], [3.17176, -5.55924, -0.66904], [2.00708, -5.20246, -1.59914], [1.94087, -3.70307, -1.85922], [2.32068, -3.02797, -0.12013], [1.11217, -2.85158, 0.64490], [3.28192, -1.93374, -0.28249], [3.20343, -4.57196, 0.51674], [4.03579, -5.41350, -1.31735], [3.30112, -6.61732, -0.44136], [1.15357, -5.58971, -1.04266], [2.03990, -5.74366, -2.54472], [0.99302, -3.51488, -2.36347], [2.79122, -3.50066, -2.51040], [2.72421, -4.80557, 1.46747], [4.17131, -4.24492, 0.89667], [-3.09304, 4.02292, -0.14021], [-2.63981, 5.32074, 0.52428], [-1.53345, 5.92471, -0.43823], [-0.59999, 4.51347, -1.06095], [0.60118, 4.28300, -0.29786], [-0.46889, 4.71662, -2.48723], [-1.84015, 3.24816, -0.59523], [-3.72237, 4.25461, -0.99949], [-3.63236, 3.30941, 0.48278], [-2.34816, 5.18753, 1.56606], [-3.49807, 5.98775, 0.60553], [-0.87776, 6.78099, -0.28024], [-2.08707, 6.23686, -1.32377], [-1.49080, 2.58008, 0.19200], [-1.91125, 2.73763, -1.55564], [-2.38845, -3.42171, 1.63626], [-1.21297, -3.56470, 2.62219], [-1.75142, -4.29267, 3.93964], [-2.76666, -5.69021, 3.31318], [-3.95288, -5.87836, 4.14485], [-1.83595, -6.75680, 3.03277], [-3.32486, -4.70848, 1.81514], [-1.90178, -3.34218, 0.66420], [-2.86195, -2.45419, 1.80304], [-0.65702, -2.69261, 2.96640], [-0.53791, -4.18429, 2.03186], [-2.42683, -3.64128, 4.49426], [-0.99595, -4.75477, 4.57513], [-4.29296, -4.26891, 2.05528], [-3.51017, -5.25598, 0.89102]],
  "atomic_forces_ev_per_a": [[0.07, 0.66, 0.10], [1.26, -1.75, 0.28], [3.27, -0.37, 3.65], [0.06, 1.54, 1.36], [-0.78, -0.18, 0.85], [-2.31, -0.39, 0.75], [0.77, -0.45, -0.53], [-2.36, -0.75, 4.66], [-2.21, 0.78, 1.83], [-1.65, 0.88, 0.43], [0.36, 0.60, 2.43], [0.10, 0.01, -0.36], [0.54, 0.02, 2.34], [0.99, 3.37, 0.74], [-0.23, 0.59, 0.37], [3.65, 0.04, 0.88], [11.71, -7.29, -7.29], [3.37, 0.63, -1.73], [2.42, -1.19, 1.14], [1.26, 1.10, 0.20], [-1.62, -0.05, -0.25], [-6.36, -5.31, 3.21], [1.11, 0.20, 0.07], [-1.82, 0.21, -4.50], [-0.67, -0.85, -0.66], [0.03, -0.74, 1.47], [0.11, 0.27, 0.58], [-2.78, 3.99, 1.43], [3.97, -0.28, -1.16], [3.93, -0.60, -1.72], [4.18, 6.89, -1.95], [-0.59, 0.11, -0.79], [-1.01, -0.50, 2.13], [-0.13, -0.45, -0.76], [-2.16, 0.05, 0.98], [-0.91, 0.30, -0.13], [-0.90, -0.51, -0.96], [-0.85, 2.46, 1.70], [-0.15, -0.57, 0.59], [1.26, 0.63, 0.48], [-0.95, 2.65, -1.39], [-1.15, -0.03, -1.10], [-0.63, -0.75, -0.38], [1.43, 1.83, -2.54], [1.76, 2.33, -1.68], [-1.72, -0.50, -0.19], [1.44, -0.97, -0.80], [0.47, -0.20, -0.85], [0.43, -0.62, 0.20], [0.04, -0.11, 0.72], [0.47, -0.84, -0.09], [1.84, -0.28, -1.48], [-1.38, 0.05, -0.73], [0.32, 1.51, -2.03], [0.46, 0.27, -0.12], [1.30, 0.80, -0.95], [-0.68, -1.17, 1.08], [0.74, -1.26, 1.04], [1.71, -2.54, -2.88], [-0.23, -6.73, -4.17], [0.35, -3.97, -2.37], [-0.36, 0.57, -0.61], [0.60, 0.45, 0.32], [-0.74, 0.07, 0.50], [-0.71, 0.38, -0.36], [0.16, -0.05, 0.06], [0.01, 0.85, 0.60], [-0.04, 0.70, 0.16], [-0.59, -0.67, -1.17], [0.29, 0.07, -0.69], [0.98, 0.35, -0.49], [0.50, 0.81, 0.12], [-1.28, -0.37, -0.28], [-4.38, 1.80, 1.12], [-11.88, 6.56, 4.49], [-2.18, 1.22, 3.41], [1.00, 1.75, -1.12], [-0.05, -0.06, -0.04], [-0.17, 1.33, 0.52], [0.55, -0.21, -0.13], [0.13, 0.25, -0.27], [0.02, -0.25, 0.98], [-0.12, -0.08, -0.24], [0.36, 1.02, -0.62], [-0.17, 0.04, 0.41], [-1.05, -3.49, 1.42], [-0.52, -2.20, 1.44], [0.11, -0.68, -1.61], [-0.75, 2.50, -0.15], [1.11, -0.39, -0.53], [-0.42, -0.24, -0.30], [0.23, 1.32, 0.27], [-1.49, -2.20, 0.08], [-0.93, -1.99, 0.31], [-0.31, -0.09, -0.25], [0.53, -0.34, 0.78], [0.15, -0.56, -0.02], [0.06, 0.19, -0.02], [-0.18, -0.51, 0.54], [0.57, -0.41, 0.21]],
  "lowdin_charge": [-1.206, 0.655, 0.949, 0.774, -0.015, -1.277, 0.547, 0.758, 0.881, -0.013, -1.487, 0.570, 0.566, 0.728, -0.193, -1.170, 0.949, 0.884, 0.744, -0.068, -1.267, 1.094, 0.600, 0.763, -0.054, -0.326, -0.369, -0.543, 0.757, -0.702, -0.546, -0.251, 0.010, -0.029, -0.104, 0.123, -0.173, -0.036, 0.093, -0.044, -0.237, -0.172, -0.304, 0.725, -0.660, -0.356, -0.324, 0.126, 0.103, 0.120, 0.119, -0.002, -0.084, -0.134, 0.125, -0.206, -0.255, -0.149, 0.778, -0.421, -0.626, -0.222, 0.109, 0.118, 0.116, 0.120, 0.111, 0.106, -0.052, 0.089, -0.289, -0.167, -0.171, 0.813, -0.759, -0.392, -0.374, 0.126, 0.015, 0.117, 0.114, 0.112, 0.099, 0.029, 0.003, -0.302, -0.258, -0.247, 0.696, -0.357, -0.343, -0.146, 0.100, -0.040, 0.038, 0.104, -0.023, 0.095, 0.086, 0.090]
}

{
  "formula": "C3H5LiO3Sm",
  "method": "ωB97M-V with the def2-TZVPD basis set",
  "homo_lumo_gap_ev": [7.391, 7.400],
  "s2": 12.0079,
  "energy_ev": -27423.444,
  "e_homo_ev": [-17.69, -17.78],
  "total_charge": 2,
  "spin_multiplicity": 7,
  "lumo_ev": [-10.29, -10.38],
  "symbols": ["O", "C", "C", "O", "O", "C", "H", "H", "H", "H", "H", "Sm", "Li"],
  "positions_angstrom": [[0.85535, -1.18378, 0.10499], [1.49272, 0.01853, -0.01038], [-0.54524, -1.30758, -0.14001], [1.95485, 0.83512, -0.89691], [-0.12795, 0.81505, 0.18375], [-1.07724, -0.10998, 0.64331], [-0.88287, -2.25599, 0.28956], [-0.71686, -1.20854, -1.22144], [-0.96783, -0.18077, 1.73506], [-2.09574, 0.17361, 0.35180], [2.42889, -0.35294, 0.48089], [0.91245, 2.87985, -0.46716], [-1.23053, 1.87742, -1.05346]],
  "atomic_forces_ev_per_a": [[-0.32, 0.14, -0.96], [3.44, -3.59, -0.36], [-0.18, -0.32, 0.36], [-2.25, 1.22, -0.66], [-1.01, 4.95, -0.05], [0.41, -0.67, -0.09], [0.25, 0.06, -0.46], [-0.36, -0.23, 0.31], [-0.40, -0.34, -0.35], [-0.05, -0.12, 0.14], [-0.54, 1.20, 1.63], [2.85, -0.42, 0.67], [-1.85, -1.90, -0.18]],
  "mulliken_spin": [-0.002, -0.015, 0.001, -0.010, -0.005, -0.002, -0.001, 0.001, 0.000, 0.001, 0.000, 6.002, 0.029]
}

{
  "formula": "C5H14",
  "method": "ωB97M-V with the def2-TZVPD basis set",
  "homo_lumo_gap_ev": 12.119,
  "energy_ev": -5410.854,
  "e_homo_ev": -11.08,
  "e_above_lowest_kcal_mol": 27.6,
  "lumo_ev": 1.03,
  "symbols": ["C", "C", "C", "H", "H", "H", "H", "H", "H", "H", "H", "C", "C", "H", "H", "H", "H", "H", "H"],
  "positions_angstrom": [[1.45699, 0.44183, 2.15445], [2.07794, -0.68566, 1.36531], [2.26062, -0.03281, -0.05259], [0.50812, 0.69115, 1.59125], [1.34912, 0.21392, 3.23722], [2.11325, 1.30272, 2.37663], [1.40825, -1.50856, 1.45564], [3.13080, -1.04391, 1.76271], [1.34391, 0.00298, -0.64324], [2.89382, -0.65895, -0.67157], [2.69399, 0.96940, -0.09774], [-3.17619, 0.48926, -1.40296], [-2.04341, -0.44776, -1.70864], [-2.94756, 1.33594, -0.64422], [-3.64104, 0.99513, -2.29861], [-4.04083, 0.04060, -0.79010], [-1.07933, 0.05522, -2.04336], [-1.83907, -1.16013, -0.96042], [-2.46937, -1.00036, -2.62976]],
  "atomic_forces_ev_per_a": [[-0.14, 0.38, 1.81], [2.83, 1.82, -0.19], [0.08, -1.69, -0.52], [0.91, 0.22, 1.25], [-1.05, -0.58, -0.62], [-0.15, 0.07, -1.37], [-0.39, -0.84, -0.65], [-2.06, 0.81, -0.62], [-0.36, 0.11, 0.38], [0.37, -0.16, -0.14], [-0.04, -0.13, 0.67], [-1.93, 2.36, 2.48], [-0.30, 0.28, -3.41], [0.23, -1.06, -1.40], [0.66, -0.65, 0.87], [1.16, -0.04, -1.32], [-1.27, -0.50, 0.50], [0.26, -0.73, 0.99], [1.21, 0.33, 1.30]],
  "nbo_charge": [-0.620, -0.398, -0.619, 0.209, 0.206, 0.208, 0.205, 0.192, 0.203, 0.205, 0.210, -0.621, -0.615, 0.199, 0.209, 0.209, 0.207, 0.209, 0.203]
}

{
  "formula": "C2H5N3O2",
  "method": "ωB97M-V with the def2-TZVPD basis set",
  "homo_lumo_gap_ev": 10.157,
  "energy_ev": -10716.012,
  "e_homo_ev": -9.41,
  "e_above_lowest_kcal_mol": 133.7,
  "lumo_ev": 0.75,
  "symbols": ["O", "C", "N", "N", "C", "N", "O", "H", "H", "H", "H", "H"],
  "positions_angstrom": [[1.65976, 0.20373, -1.62756], [1.56529, 0.75989, -0.56804], [1.01984, 0.31650, 0.67834], [0.35609, -0.95260, 0.47757], [-0.75259, -0.95449, -0.36031], [-1.81528, -0.22330, -0.24909], [-1.92666, 0.56537, 0.97278], [1.93458, 1.86355, -0.42026], [0.74110, 0.52626, 1.62529], [1.03666, -1.42667, -0.28639], [-0.86526, -1.49735, -1.35437], [-2.95352, 0.81912, 1.11204]],
  "atomic_forces_ev_per_a": [[-0.62, -0.92, 0.94], [0.59, 4.33, 2.93], [-1.14, -2.69, -3.21], [3.25, -2.72, -3.20], [-3.26, 2.48, -0.90], [-0.53, -0.35, 1.04], [-1.98, 0.09, -0.23], [-0.33, -1.77, -0.28], [0.73, 1.76, -0.33], [-1.23, 0.69, 2.85], [0.94, 0.30, 1.57], [3.58, -1.20, -1.17]],
  "nbo_charge": [-0.575, 0.541, -0.509, -0.484, 0.154, -0.166, -0.625, 0.120, 0.453, 0.379, 0.222, 0.489]
}